35
Properties=species:S:1:pos:R:3 method="wB97M-V/def2-TZVPD" charge=+1 orbital_gap_ev=8.64 e_homo_ev=-11.4 fmax_ev_per_a=4.46
Be -0.034 -0.110 -0.158
C 2.166 0.519 -1.291
C 2.192 -0.987 -1.021
N 0.905 -1.503 -0.554
C 1.102 -2.399 0.566
C 1.485 -1.598 1.845
S 0.578 -0.017 2.021
C 1.639 1.397 1.677
C 1.224 2.100 0.454
N 0.936 1.174 -0.700
H 2.210 0.808 -2.381
H 3.052 1.014 -0.883
H 2.908 -1.204 -0.210
H 2.570 -1.551 -1.906
H 0.517 -2.067 -1.336
H 1.953 -3.054 0.398
H 0.164 -2.976 0.841
H 2.585 -1.351 1.816
H 1.257 -2.221 2.672
H 2.682 0.999 1.637
H 1.567 2.094 2.499
H 1.998 2.907 0.282
H 0.256 2.649 0.604
H 0.507 1.828 -1.393
C -4.458 0.435 -0.486
C -3.616 1.548 -0.508
C -2.223 1.387 -0.268
C -1.699 0.094 -0.326
C -2.508 -0.936 -0.516
C -3.918 -0.820 -0.488
H -5.520 0.576 -0.500
H -4.064 2.515 -0.712
H -1.707 2.348 -0.274
H -2.123 -1.946 -0.730
H -4.580 -1.654 -0.670

***

44
Properties=species:S:1:pos:R:3 method="wB97M-V/def2-TZVPD" charge=+1 orbital_gap_ev=9.46 e_homo_ev=-12.9 fmax_ev_per_a=0.95
C -2.896 -1.236 0.429
C -1.477 -1.227 -0.132
C -0.687 0.104 -0.066
Br -1.455 1.296 1.250
C 0.808 -0.110 0.116
C 1.553 -1.176 -0.392
C 1.296 -2.399 -1.251
F 0.451 -2.151 -2.250
F 0.835 -3.428 -0.543
F 2.463 -2.777 -1.784
N 2.864 -0.926 -0.096
C 2.991 0.230 0.541
P 4.694 0.736 1.011
O 5.140 0.242 2.312
O 4.661 2.291 0.709
O 5.417 0.086 -0.262
N 1.752 0.772 0.673
C 1.563 2.151 1.187
C 1.213 2.295 2.675
C 0.454 3.593 2.952
Br 2.833 2.309 3.764
H -3.357 -2.187 0.144
H -3.517 -0.449 -0.002
H -2.923 -1.178 1.520
H -0.904 -2.009 0.379
H -1.553 -1.485 -1.186
H -0.803 0.627 -1.021
H 3.649 -1.493 -0.382
H 5.075 2.785 1.439
H 6.160 -0.460 0.050
H 0.794 2.624 0.576
H 2.502 2.658 0.978
H 0.666 1.421 3.020
H 1.137 4.443 2.921
H 0.001 3.556 3.944
H -0.326 3.763 2.206
Cl -3.278 -0.669 -3.200
C -4.490 -1.962 -3.453
C -5.884 -1.512 -3.097
Cl -6.047 -1.209 -1.348
H -4.186 -2.812 -2.848
H -4.445 -2.236 -4.505
H -6.593 -2.294 -3.361
H -6.154 -0.596 -3.615

***

33
Properties=species:S:1:pos:R:3 method="wB97M-V/def2-TZVPD" charge=-2 s2=15.762 orbital_gap_ev="3.98 / 4.02" e_homo_ev="1.6 / 1.5" multiplicity=8 fmax_ev_per_a=5.12
C 2.774 1.113 0.450
C 3.189 0.197 -0.507
C 3.079 -1.158 0.076
C 2.610 -1.002 1.409
C 2.425 0.394 1.663
Eu 0.531 -0.491 -0.069
C 0.427 -0.001 -2.716
C 0.347 1.338 -2.052
C 0.907 2.540 -2.495
N -0.064 1.444 -0.792
H 3.338 -2.087 -0.444
H 3.560 0.406 -1.507
H 2.414 -1.803 2.111
H 2.095 0.862 2.608
H 2.786 2.191 0.356
H 1.398 -0.494 -2.946
H -0.296 2.415 -0.393
H -0.452 -0.594 -3.014
H 1.533 2.683 -3.328
H 0.772 3.311 -1.737
C -2.747 -1.892 0.088
C -2.338 -0.558 0.737
C -3.494 0.001 1.578
C -1.161 -0.815 1.627
H -3.010 -2.614 0.868
H -1.948 -2.356 -0.512
H -3.632 -1.762 -0.547
H -2.046 0.190 -0.054
H -3.735 -0.693 2.384
H -3.213 0.951 2.053
H -4.395 0.138 0.980
H -0.772 -0.004 2.272
H -0.883 -1.850 1.855

***

39
Properties=species:S:1:pos:R:3 method="wB97M-V/def2-TZVPD" charge=+2 s2=0.764 orbital_gap_ev="6.35 / 6.18" e_homo_ev="-15.3 / -15.3" multiplicity=2 fmax_ev_per_a=4.49
Pt 0.911 0.079 0.073
O 3.038 0.142 0.435
N 3.690 1.294 0.517
C 4.983 1.260 1.073
C 5.499 2.327 1.742
C 4.782 3.544 1.844
C 3.463 3.573 1.347
C 2.925 2.501 0.681
S 1.300 2.509 0.091
H 5.510 0.329 0.941
H 6.486 2.251 2.173
H 5.250 4.434 2.226
H 2.859 4.458 1.477
O -1.101 -0.806 0.521
C -1.664 -0.279 -0.454
O -1.053 0.519 -1.206
C -3.127 -0.598 -0.785
N -3.575 0.405 -1.801
C -4.548 1.334 -1.137
C -4.336 1.099 0.354
C -4.058 -0.401 0.411
H -3.155 -1.615 -1.182
H -3.989 -0.026 -2.632
H -2.704 0.903 -2.086
H -5.562 1.060 -1.431
H -4.360 2.364 -1.437
H -5.202 1.391 0.941
H -3.471 1.661 0.711
H -4.974 -0.978 0.281
H -3.579 -0.708 1.336
C 1.281 -4.649 -0.555
C 0.556 -3.322 -0.474
O 1.465 -2.226 -0.386
H 0.555 -5.457 -0.539
H 1.961 -4.779 0.287
H 1.853 -4.723 -1.479
H -0.070 -3.261 0.421
H -0.078 -3.193 -1.365
H 2.240 -2.415 -0.934

***

34
Properties=species:S:1:pos:R:3 method="wB97M-V/def2-TZVPD" orbital_gap_ev=9.54 e_homo_ev=-8.9 fmax_ev_per_a=2.28
C 0.940 1.109 -0.829
C 0.848 2.133 -2.011
N -0.375 1.849 -2.762
C -0.325 0.890 -3.850
C -1.608 2.248 -2.280
C -1.609 3.403 -1.330
O -2.605 1.732 -2.750
H 0.229 0.307 -1.009
H 0.602 1.562 0.110
H 1.972 0.868 -0.607
H 0.885 3.049 -1.451
H 1.659 1.996 -2.718
H -0.654 1.356 -4.771
H 0.713 0.547 -3.845
H -0.849 -0.043 -3.633
H -2.268 4.182 -1.709
H -1.987 3.139 -0.337
H -0.659 3.857 -1.062
C 2.507 -2.485 1.261
C 1.120 -2.225 1.748
C 0.599 -0.952 2.000
C -0.499 -0.807 2.840
C -1.230 -1.879 3.327
O -2.472 -1.712 3.907
C -0.711 -3.136 3.083
C 0.386 -3.297 2.248
H 2.658 -3.472 0.822
H 3.194 -2.273 2.078
H 2.852 -1.877 0.413
H 1.141 -0.058 1.723
H -0.839 0.223 2.879
H -3.098 -1.889 3.197
H -1.258 -4.049 3.292
H 0.743 -4.296 2.027

***

36
Properties=species:S:1:pos:R:3 method="wB97M-V/def2-TZVPD" orbital_gap_ev=8.82 e_homo_ev=-8.4 fmax_ev_per_a=2.44
C 4.892 -1.611 1.506
C 3.924 -1.250 0.876
C 2.633 -0.855 0.327
C 2.649 0.587 -0.268
C 1.363 1.347 0.109
C 0.142 0.862 -0.719
O -0.331 2.020 -1.410
S -1.427 1.698 -2.618
O -2.175 2.904 -2.716
O -2.524 0.601 -2.050
C -1.958 -0.697 -1.820
C -1.776 -0.865 -0.311
C -1.333 -2.274 0.093
N -1.541 -2.476 1.546
C -0.899 0.273 0.280
C -1.813 1.385 0.796
C -1.326 2.477 1.419
H 5.713 -1.835 2.130
H 2.413 -1.531 -0.503
H 1.832 -0.959 1.056
H 2.714 0.533 -1.355
H 3.508 1.127 0.121
H 1.573 2.395 -0.111
H 1.181 1.293 1.178
H 0.538 0.094 -1.388
H -1.041 -0.873 -2.390
H -2.684 -1.431 -2.168
H -2.776 -0.720 0.108
H -0.267 -2.447 -0.075
H -1.890 -3.055 -0.426
H -2.257 -1.849 1.890
H -0.693 -2.233 2.041
H -0.378 -0.125 1.156
H -2.881 1.291 0.617
H -0.727 2.447 2.324
H -1.602 3.447 1.010

***

36
Properties=species:S:1:pos:R:3 method="wB97M-V/def2-TZVPD" orbital_gap_ev=9.19 e_homo_ev=-8.4 fmax_ev_per_a=0.78
C -0.309 -3.373 -0.548
O -0.096 -1.996 -0.737
C 1.025 -1.432 -0.200
C 1.973 -2.114 0.551
C 3.058 -1.429 1.063
C 3.222 -0.077 0.833
C 2.291 0.620 0.070
O 2.384 1.952 -0.223
C 3.512 2.662 0.223
C 1.179 -0.059 -0.448
O 0.248 0.543 -1.262
C -0.482 1.630 -0.720
C -1.379 1.180 0.447
N -2.272 0.085 0.113
C -3.446 0.450 -0.670
C -4.538 0.940 0.289
O -4.751 0.004 1.313
H -0.416 -3.622 0.512
H -1.241 -3.600 -1.065
H 0.499 -3.968 -0.984
H 1.869 -3.168 0.748
H 3.791 -1.959 1.652
H 4.082 0.426 1.243
H 3.566 2.689 1.317
H 3.387 3.676 -0.155
H 4.438 2.239 -0.177
H -1.086 1.989 -1.556
H 0.185 2.433 -0.390
H -1.961 2.034 0.799
H -0.737 0.836 1.266
H -1.726 -0.618 -0.378
H -3.805 -0.451 -1.171
H -3.252 1.217 -1.433
H -5.486 1.067 -0.240
H -4.251 1.912 0.720
H -3.871 -0.335 1.538

***

34
Properties=species:S:1:pos:R:3 method="wB97M-V/def2-TZVPD" charge=-1 s2=0.751 orbital_gap_ev="5.21 / 5.21" e_homo_ev="-2.3 / -2.3" multiplicity=2 fmax_ev_per_a=6.03
C 0.994 -1.621 -2.984
C -0.398 -1.424 -3.166
C -1.100 -2.040 -2.088
C -0.111 -2.647 -1.232
C 1.185 -2.374 -1.791
Yb -0.105 -0.154 -0.725
C -1.338 1.983 -1.671
C 0.117 2.262 -1.917
C 0.573 2.648 -3.266
N 1.097 1.777 -1.117
H -2.150 -1.947 -1.879
H -0.828 -0.824 -3.960
H -0.291 -3.100 -0.254
H 2.160 -2.683 -1.383
H 1.791 -1.250 -3.639
H -1.852 1.393 -2.444
H 2.054 2.104 -0.856
H -1.912 2.381 -0.825
H -0.104 3.015 -4.038
H 1.671 2.526 -3.519
C 1.156 -0.737 2.999
C -0.130 0.016 2.688
C -1.333 -0.723 3.298
C -0.090 1.461 3.169
O -0.370 -0.008 1.290
H 1.350 -0.781 4.075
H 2.001 -0.236 2.515
H 1.084 -1.763 2.618
H -1.296 -0.756 4.398
H -2.252 -0.211 2.966
H -1.335 -1.750 2.895
H 0.741 1.977 2.681
H -1.030 1.957 2.912
H 0.051 1.529 4.251